Arrangement i

{
  "formula": "C4H3Br",
  "method": "ωB97M-V/def2-TZVPD",
  "smiles": "C#CBr.C#C",
  "orbital_gap_ev": 10.3,
  "lumo_energy_ev": 0.0697,
  "e_homo_ev": -10.23,
  "elements": ["C", "C", "Br", "H", "C", "C", "H", "H"],
  "xyz": [[-1.05, -1.35, 0.35], [-0.75, -1.00, 1.50], [-0.83, 0.04, 3.03], [-0.92, -1.09, -0.68], [1.23, 1.22, -1.50], [0.76, 0.40, -0.76], [0.91, 2.11, -1.96], [0.65, -0.32, 0.02]]
}

---

Arrangement ii

{
  "formula": "C4H3Br",
  "method": "ωB97M-V/def2-TZVPD",
  "orbital_gap_ev": 8.4,
  "lumo_energy_ev": -1.9711,
  "e_homo_ev": -10.34,
  "elements": ["C", "C", "C", "C", "Br", "H", "H", "H"],
  "xyz": [[-1.49, 0.42, 0.64], [-2.46, 0.22, 1.41], [-0.49, 0.15, -0.25], [0.88, -0.29, 0.02], [2.00, 0.88, -1.15], [-0.68, -0.11, -1.43], [1.01, -1.31, -0.31], [1.24, 0.04, 1.07]]
}

---

Stability summary - winner: arrangement ii; margin: 0.650 eV.

---

Arrangement i

{
  "formula": "C5H4O2",
  "method": "ωB97M-V/def2-TZVPD",
  "orbital_gap_ev": 8.6,
  "lumo_energy_ev": 0.2245,
  "e_homo_ev": -8.40,
  "elements": ["O", "C", "C", "C", "C", "C", "O", "H", "H", "H", "H"],
  "xyz": [[-0.28, 2.97, -0.21], [-0.01, 1.87, -0.18], [-1.51, -0.69, -0.20], [-0.27, -1.20, -0.25], [0.98, -0.63, 0.24], [1.40, 0.62, 0.43], [2.13, 1.49, 0.76], [-1.73, 0.25, 0.30], [-2.35, -1.21, -0.65], [-0.16, -2.18, -0.71], [1.80, -1.31, 0.47]]
}

---

Arrangement ii

{
  "formula": "C5H4O2",
  "method": "ωB97M-V/def2-TZVPD",
  "orbital_gap_ev": [7.4, 7.4],
  "lumo_energy_ev": [-1.0690, -1.0694],
  "e_homo_ev": [-8.51, -8.51],
  "elements": ["O", "C", "C", "C", "C", "C", "O", "H", "H", "H", "H"],
  "xyz": [[-0.41, 1.91, -1.14], [-0.39, 0.94, -0.43], [-1.34, -0.05, 0.06], [-0.04, -0.81, -0.35], [1.08, -0.72, 0.54], [1.35, 0.61, 0.42], [2.08, 1.54, 0.34], [-1.58, -0.15, 1.11], [-2.20, -0.18, -0.60], [-0.12, -1.59, -1.10], [1.56, -1.49, 1.15]]
}

---

Arrangement iii

{
  "formula": "C5H4O2",
  "method": "ωB97M-V/def2-TZVPD",
  "orbital_gap_ev": [8.0, 8.0],
  "lumo_energy_ev": [-0.8267, -0.8265],
  "e_homo_ev": [-8.84, -8.83],
  "elements": ["O", "C", "C", "C", "C", "C", "O", "H", "H", "H", "H"],
  "xyz": [[-0.48, 2.30, -0.42], [-0.29, 1.14, -0.17], [-1.28, -0.01, -0.17], [-0.60, -1.29, 0.25], [0.85, -0.97, 0.25], [1.07, 0.53, 0.25], [2.06, 1.16, 0.53], [-2.11, 0.17, 0.52], [-1.77, -0.15, -1.14], [1.04, -1.33, -0.79], [1.51, -1.56, 0.89]]
}

---

Stability summary - winner: arrangement i; margin: 1.346 eV.